(1)
# C10H15N2OS

An isolated ion of composition C10H15N2OS and charge +1 (ωB97M-V with the def2-TZVPD basis set, the Open Molecules 2025 dataset).

Structure (XYZ):
```
29
Properties=species:S:1:pos:R:3:lowdin_charge:R:1
C -0.0398 -0.7551 0.5545 -0.15
C 1.1289 -0.9726 -0.0135 0.06
C 5.5310 0.6497 -0.0221 0.07
C 3.0475 0.3488 0.1809 -0.15
C -2.4687 -0.0014 0.1687 -0.21
C -2.2963 -1.2608 -0.6162 -0.58
C -1.1584 -0.2399 -0.4159 -0.39
C -0.2211 -1.2662 1.9766 0.00
C -0.6002 0.4477 -1.5734 -0.03
C -3.3229 1.1782 -0.3133 -0.20
N 4.3037 0.3381 0.0621 0.05
N 2.3682 -0.7339 -0.1814 0.11
O -2.9114 2.3945 0.2255 0.00
S -2.3271 -2.8595 0.1223 0.81
H 6.2101 0.9637 0.8081 0.11
H 5.9075 0.5796 -0.9998 0.07
H 2.4001 1.1036 0.7512 0.18
H -2.6679 -0.2608 1.2293 0.16
H -3.0226 -1.3754 -1.4764 0.12
H -0.6108 -0.3415 2.4010 0.11
H 0.7180 -1.6405 2.2661 0.08
H -0.9747 -2.0112 1.7446 -0.01
H -0.3458 1.5638 -1.4288 0.14
H -1.3038 0.4411 -2.3794 0.09
H 0.3876 0.0262 -1.9649 0.11
H -4.2914 0.9434 -0.1385 0.09
H -3.2285 1.4930 -1.4003 0.16
H 2.9261 -1.3392 -0.6524 0.14
H -3.1375 2.5862 1.0856 0.05
```

⟨S²⟩: 2.029
Calculated total energy in Eh: -972.44975
Spin multiplicity: 3
LUMO (alpha / beta) in eV: -3.95 / -5.08
Max |F| in eV/Å: 4.73
Total charge: +1
Orbital gap (alpha / beta) in hartree: 0.255 / 0.251
Relative energy (zero: lowest compared OMol25 entry of this formula, charge and spin) in kcal/mol: 65.05
HOMO energy (alpha / beta) in eV: -10.89 / -11.89

***

(2)
# C3H4N4S

C3H4N4S as an isolated structure (ωB97M-V with the def2-TZVPD basis set, the Open Molecules 2025 dataset).

Structure (XYZ):
```
12
Properties=species:S:1:pos:R:3:lowdin_charge:R:1
C 0.2333 0.2555 0.0129 -0.43
C -1.8080 -0.1132 0.1328 -0.90
C -1.5382 1.2220 0.0969 -0.24
H 2.1722 -1.4327 0.8545 0.06
H 1.3207 -1.7905 -0.6690 0.16
H 2.2078 1.0085 0.2175 0.23
H -2.3129 1.9393 -0.1745 0.12
N 2.1636 -1.1771 -0.1286 -0.02
N 1.5779 0.1085 -0.1921 -0.10
N -0.4998 -0.8888 0.1391 0.09
N -0.3123 1.6312 -0.1609 0.19
S -3.2044 -0.7627 -0.1287 0.84
```

Calculated total energy in Eh: -733.79369
Spin multiplicity: 1
LUMO in eV: -1.82
Max |F| in eV/Å: 7.44
Orbital gap in hartree: 0.270
Relative energy (zero: lowest compared OMol25 entry of this formula, charge and spin) in kcal/mol: 71.28
HOMO energy in eV: -9.18

***

Which value of max |F| does entry 2 give? 7.44 eV/Å

***

Which of these has the lowest max |F|? C10H15N2OS